The following is a quantum chemistry calculation of a 6-piece molecular cluster, C15H32Br10O2Si overall in a non-equilibrium geometry, from the Open Molecules 2025 dataset.

HOMO-LUMO gap ... 10.0 eV
E_HOMO ... -9.94 eV

CARTESIAN COORDINATES (ANGSTROEM)
C1 4.55517 -0.12448 -1.33440
C2 4.45017 -1.27844 -0.38757
O1 5.23663 -2.14124 -0.36070
O2 3.35486 -1.24741 0.40332
C3 3.64838 -1.21679 1.80379
C4 4.45448 -0.00586 2.25386
C5 5.50706 -0.37454 3.31481
Si1 7.17027 -0.76188 2.49451
H1 3.83173 0.62000 -1.04716
H2 4.36990 -0.42385 -2.35252
H3 5.53460 0.32042 -1.25337
H4 4.08900 -2.14990 2.12238
H5 2.68988 -1.17183 2.29169
H6 4.93783 0.51837 1.43710
H7 3.77668 0.69089 2.71411
H8 5.65319 0.47968 3.95660
H9 5.17583 -1.22411 3.88603
H10 8.22918 -0.92890 3.51382
H11 7.04759 -1.95865 1.64174
H12 7.49337 0.37283 1.59587
Br1 0.59200 4.17270 3.23359
C6 0.71037 2.27854 2.80958
C7 0.69528 1.42939 4.05080
Br2 2.41019 1.46933 4.97637
H13 1.61024 2.14388 2.21705
H14 -0.16197 2.06766 2.19678
H15 0.53183 0.38488 3.79311
H16 -0.05500 1.74550 4.76779
Br3 7.27169 2.46530 -2.81622
C8 6.71197 2.61958 -4.67352
C9 5.26149 3.00352 -4.78917
Br4 4.08308 1.49953 -4.41532
H17 6.93291 1.66936 -5.14808
H18 7.34479 3.39429 -5.10084
H19 5.02819 3.30449 -5.80814
H20 4.98138 3.79800 -4.10562
Br5 -3.18108 1.48323 2.83158
C10 -3.94938 2.11861 1.15870
C11 -3.05516 1.81453 -0.01012
Br6 -1.52996 3.02404 -0.06521
H21 -4.12804 3.18215 1.28086
H22 -4.89801 1.59898 1.06166
H23 -3.58468 1.96701 -0.94802
H24 -2.65551 0.80779 0.01779
Br7 -6.78768 1.05922 -1.30480
C12 -6.57522 -0.84427 -1.64722
C13 -6.46814 -1.63186 -0.36837
Br8 -4.71050 -1.44751 0.45053
H25 -5.70260 -0.95428 -2.28272
H26 -7.46611 -1.13509 -2.20039
H27 -6.57885 -2.69645 -0.56653
H28 -7.19562 -1.32720 0.37707
Br9 -10.61367 -4.53089 -3.88776
C14 -9.20082 -4.10267 -2.62353
C15 -9.69459 -4.13951 -1.20176
Br10 -10.75984 -2.56956 -0.76501
H29 -8.81264 -3.12958 -2.90704
H30 -8.43393 -4.85873 -2.77975
H31 -8.85770 -4.12271 -0.50614
H32 -10.31450 -5.00550 -0.99592

=====

The following is a quantum chemistry calculation of C15H32CaNO2P2 as an isolated structure in a non-equilibrium geometry, from the Open Molecules 2025 dataset.

HOMO-LUMO gap (alpha / beta) ... 5.0 / 4.5 eV
E_HOMO (alpha / beta) ... -9.97 / -9.58 eV
Total charge ... +1

CARTESIAN COORDINATES (ANGSTROEM)
Ca1 -0.54889 -0.57391 0.47574
P1 1.89025 -0.11374 1.69049
C1 2.75860 0.72286 0.38900
C2 2.26136 0.67934 -0.95379
N1 0.93014 0.36085 -1.21410
C3 0.44717 0.41668 -2.47117
C4 1.29466 0.63197 -3.55428
C5 2.64612 0.90802 -3.35169
C6 3.12455 0.97743 -2.04571
C7 -1.05120 0.25406 -2.74039
P2 -2.17364 0.69159 -1.33254
H1 4.15989 1.20668 -1.81144
H2 0.84766 0.63477 -4.54670
H3 3.31321 1.09263 -4.19479
H4 -1.32050 0.91422 -3.57980
H5 -1.25627 -0.76695 -3.09736
H6 2.52133 3.12240 0.48360
H7 3.79531 1.07056 0.54244
H8 0.42393 3.91340 1.04154
O1 2.00200 3.88247 0.79090
H9 2.58427 4.67494 0.77158
H10 -1.13014 1.35240 1.52870
O2 -0.53134 4.02381 1.29891
H11 -0.95254 3.16952 1.05675
C8 -2.48934 2.44170 -1.77010
H12 -2.98173 2.49347 -2.74841
H13 -3.15338 2.85466 -1.00169
H14 -1.54828 3.00695 -1.78703
C9 -3.70936 -0.12920 -1.90015
H15 -4.49775 0.12506 -1.17576
H16 -3.99150 0.25310 -2.89385
H17 -3.56732 -1.22183 -1.94846
C10 2.78918 -1.68641 2.01305
H18 3.80372 -1.45727 2.37219
H19 2.23272 -2.24789 2.78463
H20 2.84779 -2.26724 1.07568
C11 2.13217 0.90966 3.19161
H21 1.66223 0.38088 4.03668
H22 3.20977 1.04121 3.38341
H23 1.63641 1.88412 3.04291
C12 -1.00367 -2.90751 2.70086
C13 -1.50012 -3.36537 1.30711
C14 -2.90060 -2.79097 0.97412
C15 -0.50960 -3.02955 0.23553
H24 -0.94718 -1.80549 2.81946
H25 -0.00492 -3.30960 2.92368
H26 -1.69150 -3.25993 3.48157
H27 -1.59464 -4.47414 1.33972
H28 -2.96532 -1.68566 1.05221
H29 -3.21559 -3.06249 -0.04455
H30 -3.64908 -3.18571 1.67447
H31 0.47260 -3.47391 0.44857
H32 -0.90165 -3.27663 -0.76332

=====

The following is a quantum chemistry calculation of a 3-piece molecular cluster, C15H32N7O5 overall in a non-equilibrium geometry, from the Open Molecules 2025 dataset.

HOMO-LUMO gap ... 9.8 eV
E_HOMO ... -12.06 eV
Total charge ... +1

CARTESIAN COORDINATES (ANGSTROEM)
C1 2.99423 -0.82797 0.02312
O1 3.80795 0.29796 0.24604
C2 4.42710 0.75803 -0.93570
C3 3.46773 1.60443 -1.76035
C4 3.21213 3.00226 -1.17016
C5 1.84527 3.23607 -0.49836
N1 0.72614 2.51509 -1.11078
C6 0.36540 2.74887 -2.41564
C7 -0.65046 1.90689 -2.66948
O2 -1.33156 1.72752 -3.82000
N2 -0.91693 1.20126 -1.54354
C8 -1.91148 0.13961 -1.28829
C9 -3.28337 0.34799 -1.93353
C10 -3.76941 -0.98670 -2.46363
O3 -3.04331 -1.39841 -3.60286
C11 -0.05490 1.57926 -0.57921
C12 0.01261 1.04995 0.78551
C13 -1.20196 1.42934 1.63277
N3 -1.65950 2.60104 1.75438
H1 3.38181 -1.49574 -0.74385
H2 2.92872 -1.39258 0.94617
H3 1.97673 -0.55555 -0.25139
H4 4.72006 -0.09940 -1.53936
H5 5.32722 1.31962 -0.71325
H6 3.91884 1.74456 -2.73768
H7 2.56756 1.01940 -1.93329
H8 3.94986 3.18117 -0.40033
H9 3.30653 3.72252 -1.96995
H10 1.89078 3.05228 0.56036
H11 1.61654 4.29120 -0.59014
H12 0.81419 3.45593 -3.07567
H13 -0.69073 1.57031 -4.52084
H14 -2.06077 0.04504 -0.22447
H15 -1.48022 -0.79124 -1.63764
H16 -3.28475 1.09790 -2.71580
H17 -3.98553 0.68024 -1.17832
H18 -3.55489 -1.71487 -1.68866
H19 -4.84370 -0.98372 -2.62647
H20 -2.81496 -0.63365 -4.13521
H21 0.10430 -0.02969 0.77316
H22 0.89340 1.40776 1.29630
H23 -1.67892 0.62413 2.17558
H24 -1.11503 3.26634 1.19720
C14 2.12785 -2.78710 4.06542
O4 1.76154 -3.11238 2.94724
N4 1.91151 -3.57191 5.16027
N5 2.78839 -1.61288 4.31194
H25 2.20563 -3.32783 6.08630
H26 1.43411 -4.44109 5.01382
H27 2.97451 -1.01572 3.52954
H28 3.10021 -1.33245 5.22187
C15 -3.88633 -2.64803 1.20624
O5 -3.24728 -1.65208 0.88168
N6 -3.39257 -3.90736 1.05405
N7 -5.13509 -2.56354 1.74195
H29 -3.89554 -4.73477 1.31209
H30 -2.47168 -3.99883 0.66779
H31 -5.52179 -1.64704 1.86767
H32 -5.67620 -3.36142 2.01538

=====

The following is a quantum chemistry calculation of C15H32NO28S9 as an isolated structure in a non-equilibrium geometry, from the Open Molecules 2025 dataset.

HOMO-LUMO gap ... 6.4 eV
E_HOMO ... -4.95 eV
Total charge ... -1

CARTESIAN COORDINATES (ANGSTROEM)
C1 -0.64015 -4.22459 2.51253
C2 0.76933 -4.74711 2.83657
S1 1.86240 -3.44824 3.47697
C3 1.38098 -1.91659 2.67617
S2 1.96963 -1.86925 0.95975
O1 3.39499 -1.60328 1.07609
O2 1.71765 -3.15562 0.31616
N1 1.32964 -0.59728 0.21154
S3 -0.21746 -0.70583 -0.15136
O3 -1.00398 -1.45188 0.81487
O4 -0.72993 0.61746 -0.38917
H1 -1.31121 -5.06395 2.29658
H2 -0.58256 -3.65416 1.58514
H3 -1.02091 -3.60567 3.32792
H4 1.18720 -5.16262 1.91744
H5 0.67252 -5.53991 3.58328
H6 0.31171 -1.70636 2.70176
H7 1.91085 -1.09665 3.16406
H8 -0.34463 -1.34773 -1.34560
C4 -4.12876 2.31130 3.60942
C5 -2.80301 2.86836 4.08144
O5 -1.87167 2.47447 3.08166
S4 -2.58465 2.42519 1.64265
O6 -2.33197 3.65311 0.96756
O7 -2.30358 1.17182 1.07108
O8 -4.11454 2.48039 2.18726
H9 -4.20819 1.24310 3.82516
H10 -4.97870 2.83422 4.04320
H11 -2.49122 2.47294 5.04549
H12 -2.82288 3.96290 4.11694
C6 -2.39257 2.95021 -5.28427
C7 -2.51218 1.45095 -5.44291
O9 -1.33269 0.93068 -4.83074
S5 -0.90688 1.87526 -3.58468
O10 -1.39175 1.31176 -2.38565
O11 0.45710 2.23112 -3.76251
O12 -1.82691 3.13835 -3.98150
H13 -1.71222 3.36994 -6.02028
H14 -3.35573 3.45266 -5.35026
H15 -2.56340 1.14546 -6.48531
H16 -3.37959 1.05824 -4.90534
C8 -0.17400 -4.33499 -2.52985
C9 0.46511 -5.38931 -3.40613
O13 0.53118 -6.55500 -2.57563
S6 -0.72530 -6.57046 -1.57766
O14 -1.73631 -7.40680 -2.13045
O15 -0.24661 -6.76536 -0.25827
O16 -1.16907 -5.05306 -1.77884
H17 0.54716 -3.90315 -1.82936
H18 -0.63770 -3.53876 -3.10689
H19 1.45844 -5.10606 -3.74331
H20 -0.16045 -5.62535 -4.27158
C10 4.40659 3.33713 3.65382
C11 5.13308 2.30601 2.81392
O17 5.21160 1.15282 3.66247
S7 3.91879 1.07972 4.59021
O18 2.97183 0.21537 3.99449
O19 4.34037 0.93435 5.94196
O20 3.41306 2.58809 4.36218
H21 5.07490 3.80027 4.38427
H22 3.93473 4.10958 3.05208
H23 6.12919 2.62843 2.52347
H24 4.56285 2.03536 1.92264
C12 1.69100 1.67627 7.25264
C13 0.91807 2.22742 8.43325
O21 -0.45903 2.06505 8.06551
S8 -0.61473 0.74296 7.16485
O22 -1.04140 -0.33097 7.98771
O23 -1.30783 1.09811 5.97730
O24 0.92941 0.54071 6.82886
H25 1.72959 2.39193 6.42815
H26 2.70123 1.37245 7.51234
H27 1.13557 3.27457 8.62628
H28 1.10106 1.64405 9.33857
C14 -0.80966 0.61643 -10.36882
C15 0.15790 1.75821 -10.59947
O25 -0.63030 2.93854 -10.38896
S9 -1.73828 2.65147 -9.27114
O26 -1.26483 3.11780 -8.01583
O27 -3.00424 3.03547 -9.78165
O28 -1.62604 1.05480 -9.27610
H29 -1.45362 0.45517 -11.23576
H30 -0.30723 -0.31248 -10.11272
H31 0.57720 1.75853 -11.60168
H32 0.96669 1.75158 -9.86596